198
Properties=species:S:1:pos:R:3:mulliken_charge:R:1 method="wB97M-V/def2-TZVPD" lumo_energy_ev=0.4 e_above_lowest_kcal_mol=23.8 fmax_ev_per_a=3.1 spin_multiplicity=1 homo_lumo_gap_ha=0.3607
C -1.591 -1.756 -5.970 -0.73
O -0.869 -0.558 -6.057 -0.45
H -1.722 -2.105 -4.931 0.12
H -2.644 -1.682 -6.339 0.39
H -1.097 -2.574 -6.495 0.34
H -1.444 0.093 -5.565 0.38
C 5.323 -1.513 -1.913 -0.91
O 4.210 -0.724 -2.141 0.03
H 4.965 -2.466 -1.533 0.24
H 5.933 -1.579 -2.834 0.26
H 6.013 -1.081 -1.208 0.32
H 3.915 -0.295 -1.315 0.42
C -2.744 2.473 -5.249 -0.75
O -2.291 1.219 -4.633 -0.36
H -3.567 2.883 -4.673 0.30
H -1.976 3.262 -5.205 0.26
H -3.028 2.226 -6.292 0.25
H -2.977 0.662 -4.335 0.17
C -3.397 -3.387 -1.076 -0.65
O -2.645 -2.906 0.025 0.00
H -3.997 -2.612 -1.529 0.00
H -2.818 -3.861 -1.806 0.29
H -4.131 -4.055 -0.648 0.32
H -1.891 -2.324 -0.213 0.12
C -4.994 -2.735 2.919 -0.67
O -3.618 -3.027 2.615 -0.43
H -5.583 -2.960 2.052 0.32
H -5.294 -3.396 3.707 0.30
H -5.279 -1.684 3.071 0.19
H -3.388 -2.848 1.686 0.32
C -7.155 0.773 4.246 -0.78
O -5.887 0.577 4.781 -0.49
H -7.703 1.516 4.786 0.37
H -7.188 1.078 3.226 0.23
H -7.749 -0.124 4.360 0.31
H -5.261 1.262 4.549 0.30
C 2.364 3.763 0.108 -0.39
O 3.193 2.689 -0.390 -0.47
H 1.899 3.435 0.986 0.10
H 3.019 4.639 0.434 0.21
H 1.634 4.126 -0.584 0.29
H 3.195 2.691 -1.317 0.17
C -2.393 0.052 5.860 -0.45
O -1.581 1.178 5.985 -0.41
H -3.043 -0.044 6.715 0.37
H -2.998 0.202 4.940 0.00
H -1.741 -0.871 5.878 0.30
H -1.005 1.060 6.749 0.23
C 3.732 -4.926 0.443 -0.55
O 2.964 -3.980 1.203 -0.30
H 3.221 -5.149 -0.500 0.17
H 4.595 -4.259 0.111 0.13
H 4.130 -5.795 1.007 0.33
H 2.243 -4.473 1.637 0.22
C 5.462 0.761 0.906 -0.50
O 4.114 0.323 0.457 -0.59
H 5.805 -0.077 1.528 0.32
H 6.026 0.943 0.058 0.43
H 5.455 1.690 1.471 -0.25
H 3.625 1.146 0.412 0.25
C -0.825 -5.736 1.644 -0.41
O 0.501 -6.256 1.721 -0.49
H -0.842 -4.822 1.091 -0.01
H -1.535 -6.465 1.221 0.10
H -1.230 -5.322 2.564 0.55
H 0.608 -6.615 2.588 0.28
C 4.598 0.072 4.993 -1.48
C 3.399 -0.255 4.105 0.81
C 2.109 -0.407 5.008 -1.13
O 3.139 0.792 3.176 0.31
H 4.573 1.150 5.250 0.17
H 5.507 -0.208 4.470 0.38
H 4.614 -0.649 5.826 0.44
H 3.647 -1.232 3.609 0.17
H 1.232 -0.697 4.399 0.07
H 1.859 0.537 5.478 0.08
H 2.294 -1.184 5.726 0.56
H 2.993 0.497 2.253 -0.31
C -3.176 4.776 0.684 -0.44
C -2.844 5.061 -0.790 -0.10
C -1.781 4.095 -1.354 -0.01
O -4.050 4.859 -1.514 -0.49
H -3.905 5.463 1.115 0.44
H -2.171 4.848 1.213 0.01
H -3.475 3.696 0.673 -0.10
H -2.586 6.115 -0.933 0.53
H -2.182 3.086 -1.338 -0.47
H -0.819 4.138 -0.799 0.02
H -1.446 4.389 -2.369 0.36
H -4.407 5.746 -1.582 0.32
C -5.132 4.310 5.308 -1.28
C -4.589 3.966 3.976 0.57
C -3.435 2.966 4.080 -0.77
O -5.641 3.349 3.266 -0.47
H -4.290 4.530 5.997 0.33
H -5.611 3.379 5.624 0.26
H -5.893 5.106 5.211 0.37
H -4.112 4.787 3.382 0.07
H -3.502 2.178 3.310 0.45
H -3.472 2.411 5.043 0.30
H -2.428 3.427 4.062 -0.12
H -5.356 3.325 2.361 0.32
C 2.969 -2.944 -3.951 -1.38
C 1.631 -2.511 -3.373 2.36
C 0.663 -3.616 -3.706 -1.49
O 1.802 -2.322 -1.934 0.26
H 3.784 -2.214 -3.845 0.05
H 2.885 -3.169 -5.032 0.26
H 3.246 -3.918 -3.486 0.35
H 1.239 -1.562 -3.729 -0.88
H 0.565 -3.534 -4.767 0.30
H -0.313 -3.551 -3.299 0.13
H 1.213 -4.608 -3.572 0.31
H 2.578 -1.836 -1.768 -0.28
C 2.661 1.363 -5.394 -0.97
C 2.343 2.053 -4.047 0.30
C 1.053 1.553 -3.472 0.23
O 3.487 1.961 -3.173 -0.67
H 2.083 1.744 -6.280 0.40
H 2.579 0.315 -5.262 0.04
H 3.693 1.532 -5.490 0.46
H 2.206 3.169 -4.162 0.21
H 1.021 0.520 -3.122 -0.46
H 0.331 1.677 -4.248 0.30
H 0.651 2.186 -2.660 -0.25
H 3.751 1.042 -3.013 0.34
C -3.594 0.246 -1.495 -0.16
C -4.976 0.200 -2.077 0.57
C -5.950 1.137 -1.362 -1.39
O -4.828 0.613 -3.447 -0.52
H -2.939 -0.298 -2.170 -0.07
H -3.420 -0.079 -0.456 0.31
H -3.397 1.313 -1.559 -0.38
H -5.464 -0.798 -2.133 0.24
H -5.499 2.076 -1.051 0.13
H -6.298 0.681 -0.431 0.36
H -6.826 1.227 -1.962 0.51
H -5.687 0.535 -3.819 0.30
C 1.991 3.862 5.897 -1.37
C 1.456 3.718 4.500 1.23
C 0.478 4.827 4.123 -1.18
O 2.462 3.678 3.518 0.10
H 1.153 3.696 6.622 0.39
H 2.433 4.884 6.042 0.35
H 2.863 3.088 6.045 0.16
H 0.882 2.800 4.434 -0.17
H 0.995 5.750 3.764 0.33
H -0.117 5.175 5.026 0.39
H -0.312 4.495 3.469 -0.08
H 2.693 2.747 3.387 -0.02
C -1.859 -9.258 -0.024 -1.15
C -1.450 -8.809 -1.420 0.52
C -2.577 -8.947 -2.467 -1.25
O -1.048 -7.426 -1.452 -0.43
H -1.118 -9.097 0.758 0.31
H -2.085 -10.350 0.058 0.35
H -2.712 -8.560 0.239 0.24
H -0.620 -9.423 -1.792 0.22
H -2.877 -10.044 -2.678 0.32
H -2.250 -8.499 -3.415 0.35
H -3.452 -8.397 -2.044 0.29
H -0.249 -7.327 -0.891 0.24
C 3.178 -2.104 -8.073 -1.52
C 2.044 -1.198 -7.687 1.10
C 0.978 -1.147 -8.819 -1.24
O 1.532 -1.667 -6.463 -0.01
H 3.910 -2.209 -7.303 0.37
H 3.543 -1.810 -9.095 0.34
H 2.715 -3.079 -8.124 0.35
H 2.419 -0.154 -7.610 0.00
H 1.314 -0.598 -9.766 0.37
H 0.087 -0.681 -8.391 0.23
H 0.626 -2.187 -9.176 0.24
H 0.865 -1.017 -6.161 -0.12
C 6.711 4.394 2.842 -1.22
C 5.676 5.036 3.836 1.18
C 6.377 6.115 4.598 -1.57
O 4.535 5.666 3.211 -0.58
H 6.443 3.599 2.196 0.15
H 7.531 4.054 3.452 0.38
H 6.907 5.230 2.141 0.30
H 5.362 4.184 4.417 -0.04
H 5.877 6.447 5.501 0.36
H 6.428 6.930 3.879 0.36
H 7.378 5.835 4.857 0.40
H 3.894 4.950 3.093 0.25
C 0.344 0.673 0.390 -0.03
C 0.170 -0.753 0.970 0.93
C -0.771 -0.906 2.179 -2.25
O -0.437 -1.461 -0.205 0.37
H -0.611 1.178 0.207 0.22
H 0.890 0.683 -0.547 -0.28
H 1.018 1.198 1.046 -0.37
H 1.151 -1.183 1.185 0.27
H -1.805 -1.010 1.887 0.18
H -0.606 -0.141 2.864 0.60
H -0.571 -1.905 2.551 0.36
H 0.290 -1.838 -0.744 -0.20


82
Properties=species:S:1:pos:R:3:mulliken_charge:R:1 method="wB97M-V/def2-TZVPD" lumo_energy_ev=-1.2 e_above_lowest_kcal_mol=1.9 fmax_ev_per_a=2.1 spin_multiplicity=1 homo_lumo_gap_ha=0.3089
C -1.437 0.725 4.027 -0.40
C -1.331 0.274 2.705 -0.31
C -1.139 1.237 1.732 0.01
C -1.078 2.593 2.058 0.18
C -1.322 3.004 3.361 0.58
C -1.424 2.062 4.387 -0.94
C -1.329 4.493 3.687 0.63
O -1.583 4.857 4.801 -0.64
C -1.020 5.416 2.584 0.26
C -0.840 6.780 2.877 -0.88
C -0.501 7.641 1.874 -0.29
C -0.324 7.249 0.544 -0.69
C -0.336 5.888 0.283 -0.59
C -0.722 4.990 1.284 0.40
C -0.842 3.550 0.932 0.38
O -0.730 3.180 -0.211 -0.65
H -1.566 -0.016 4.809 0.40
H -1.420 -0.788 2.525 0.39
H -1.048 0.986 0.684 -0.04
H -1.527 2.297 5.435 0.50
H -0.842 7.154 3.892 0.44
H -0.254 8.680 2.074 0.36
H 0.023 7.940 -0.210 0.38
H -0.178 5.575 -0.740 0.47
C 2.222 0.157 1.938 -0.63
C 2.792 0.746 0.809 0.34
C 3.482 1.935 0.864 -1.25
C 3.689 2.536 2.107 0.68
C 3.240 1.904 3.267 0.02
C 2.428 0.769 3.165 -0.45
C 3.337 2.587 4.583 0.64
O 2.831 2.079 5.552 -0.66
C 3.911 3.982 4.611 0.44
C 3.869 4.712 5.794 -0.76
C 4.294 6.044 5.761 -0.36
C 4.846 6.651 4.637 -0.64
C 4.845 5.889 3.476 -0.42
C 4.260 4.634 3.425 0.25
C 4.255 3.915 2.124 0.27
O 4.674 4.425 1.106 -0.66
H 1.574 -0.707 1.900 0.61
H 2.742 0.143 -0.094 -0.05
H 3.975 2.262 -0.039 0.47
H 1.986 0.362 4.064 0.48
H 3.455 4.346 6.721 0.46
H 4.315 6.632 6.673 0.37
H 5.360 7.599 4.565 0.42
H 5.119 6.310 2.515 0.43
C 0.858 -6.762 -3.771 -0.51
C 0.546 -8.090 -4.093 -0.74
C -0.623 -8.325 -4.778 -0.52
C -1.582 -7.334 -4.958 0.37
C -1.240 -6.026 -4.602 0.83
C -0.010 -5.717 -4.032 -0.68
C -2.228 -4.890 -4.776 0.31
O -1.873 -3.748 -4.580 -0.61
C -3.595 -5.211 -5.282 0.36
C -4.534 -4.223 -5.436 -0.42
C -5.791 -4.520 -5.918 -0.40
C -6.129 -5.812 -6.323 -0.75
C -5.144 -6.786 -6.196 -0.58
C -3.861 -6.528 -5.675 0.04
C -2.885 -7.621 -5.594 0.43
O -3.091 -8.712 -6.094 -0.65
H 1.884 -6.595 -3.460 0.39
H 1.381 -8.774 -4.175 0.33
H -0.787 -9.328 -5.157 0.44
H 0.210 -4.698 -3.752 0.56
H -4.238 -3.228 -5.124 0.55
H -6.539 -3.738 -5.976 0.38
H -7.071 -6.077 -6.777 0.42
H -5.324 -7.795 -6.546 0.45
C 0.129 -1.157 -2.965 0.86
Br 1.905 -1.482 -2.171 -0.06
Br 0.202 -0.156 -4.644 -0.03
Br -1.077 -0.430 -1.585 0.04
H -0.214 -2.165 -3.156 -0.78
C -0.745 -3.777 0.587 0.15
Br 0.892 -4.857 0.589 -0.01
Br -2.015 -4.491 1.932 -0.05
Br -1.513 -3.904 -1.215 0.06
H -0.630 -2.720 0.788 -0.13